1.
The following is a quantum chemistry calculation of a structure of composition C40H46GeN7O3P2SV at a distorted geometry, from OMol25.

Calculated values
* HOMO (spin up / spin down): -3.329 / -5.243 eV
* energy relative to the best compared isomer or geometry (same formula, charge and spin): 46.4 kcal/mol

ORCA input file:
```
! RIJCOSX wB97M-V def2-TZVPD def2/J DEFGRID3
* xyz -1 4
V -0.05502 -0.27974 0.11564
C 6.30358 3.67346 1.06564
C 5.37988 2.63536 0.50414
C 5.66838 1.28266 0.65684
C 4.80948 0.32656 0.15034
C 3.66078 0.71256 -0.51346
C 3.37378 2.05146 -0.70376
C 4.23228 3.00846 -0.18446
S 2.70098 -0.63384 -1.23876
O 2.73178 -1.71744 -0.28996
O 3.40818 -0.84464 -2.48266
N 1.19208 -0.10964 -1.39036
C 0.77718 0.65526 -2.43116
C 1.45698 0.92026 -3.61786
C 0.96038 1.85166 -4.52366
C -0.17812 2.57766 -4.26456
C -0.90822 2.32726 -3.09106
C -2.04152 3.07536 -2.70706
C -2.63332 2.78866 -1.50126
C -2.16312 1.72176 -0.74266
N -1.13802 0.95016 -1.08736
C -0.47552 1.29716 -2.21686
H 6.68988 3.36656 2.03464
H 5.79018 4.62476 1.17394
H 7.15418 3.81376 0.40004
H 6.56868 0.98236 1.17374
H 5.00218 -0.72864 0.26164
H 2.48098 2.35076 -1.23666
H 4.00468 4.05726 -0.32266
H 2.38878 0.41876 -3.81136
H 1.51568 2.03486 -5.43206
H -0.50982 3.35496 -4.93716
H -2.39492 3.87936 -3.33416
H -3.46272 3.37006 -1.12686
H -2.63702 1.51856 0.20494
C -4.21512 -2.85564 -1.50046
P -3.15872 -1.34254 -1.28076
C -3.53712 -0.54354 -2.91506
C -4.31522 -0.42254 -0.19506
C -5.56502 0.01006 -0.61126
C -6.38042 0.72866 0.24404
C -5.94942 1.00646 1.52874
C -4.69872 0.58806 1.95234
C -3.86602 -0.12754 1.09794
P -2.14592 -0.63564 1.54544
C -2.57742 -2.32554 2.18234
C -1.96662 0.19226 3.18224
H -5.25382 -2.60014 -1.69916
H -4.16602 -3.46294 -0.60116
H -3.81552 -3.43234 -2.32956
H -4.47182 -0.90814 -3.33886
H -2.72302 -0.78384 -3.59816
H -3.57712 0.53786 -2.79936
H -5.90242 -0.19704 -1.61746
H -7.34702 1.07676 -0.09556
H -6.57572 1.57416 2.20144
H -4.38422 0.85556 2.94834
H -3.57862 -2.31434 2.61474
H -1.85862 -2.60604 2.95024
H -2.53672 -3.05464 1.37674
H -2.66712 -0.21304 3.91194
H -2.11882 1.26496 3.06994
H -0.94712 0.02906 3.53184
N -0.09622 1.97066 1.24604
C -0.69752 2.94646 1.43684
C -1.45512 4.05806 1.70854
C -2.74972 3.84016 2.15834
N -3.81912 3.61436 2.53684
C -0.95042 5.33826 1.53324
N -0.52602 6.40276 1.39124
N 4.83188 0.01396 5.01284
C 3.83638 -0.92314 4.93594
O 3.77968 -1.84054 5.74634
C 2.88788 -0.76144 3.83524
C 2.85648 0.31196 2.92644
C 1.95408 0.30806 1.89584
N 1.04238 -0.65254 1.67064
C 1.03028 -1.65264 2.58034
C 1.90478 -1.74564 3.63024
H 5.44288 -0.00384 5.80964
H 4.84488 0.81556 4.41314
H 3.51818 1.16246 3.00114
H 1.94598 1.14186 1.21224
H 0.29428 -2.43154 2.43294
H 1.85868 -2.57494 4.31944
C -0.84492 -3.53914 -3.21796
Ge 0.63128 -3.37044 -1.85756
C 0.76998 -5.19554 -1.00276
C 2.26928 -3.35604 -2.99386
C -0.08062 -2.32334 -0.33576
H -0.47832 -3.92944 -4.16156
H -1.29612 -2.57074 -3.40586
H -1.62062 -4.21024 -2.86286
H 0.98778 -5.96724 -1.73666
H -0.14842 -5.46314 -0.48466
H 1.57488 -5.17994 -0.27086
H 2.32698 -4.31334 -3.50986
H 3.16278 -3.22544 -2.39846
H 2.24148 -2.56364 -3.73246
H 0.50618 -2.74244 0.47814
H -1.09022 -2.74014 -0.25106
*
```

Results of the Löwdin charge analysis, in e, for atoms 1 through 99:
1 V 0.4960
2 C -0.0558
3 C -0.2839
4 C -0.0419
5 C -0.0621
6 C -0.2732
7 C -0.0481
8 C -0.0278
9 S 0.6051
10 O -0.3062
11 O -0.3145
12 N -0.2173
13 C -0.2588
14 C -0.0179
15 C -0.0794
16 C -0.0575
17 C -0.1572
18 C 0.0040
19 C -0.0338
20 C -0.1807
21 N -0.0168
22 C -0.1478
23 H 0.0727
24 H 0.0745
25 H 0.0811
26 H 0.1123
27 H 0.1195
28 H 0.1153
29 H 0.1145
30 H 0.0922
31 H 0.1017
32 H 0.1025
33 H 0.1156
34 H 0.1165
35 H 0.0718
36 C -0.2615
37 P 0.9462
38 C -0.2574
39 C -0.4077
40 C -0.0976
41 C -0.0819
42 C -0.0815
43 C -0.1037
44 C -0.3941
45 P 0.9121
46 C -0.2303
47 C -0.2496
48 H 0.0285
49 H 0.0278
50 H 0.0204
51 H 0.0333
52 H 0.0246
53 H 0.0238
54 H 0.0964
55 H 0.0993
56 H 0.1030
57 H 0.0828
58 H 0.0482
59 H 0.0335
60 H 0.0213
61 H 0.0460
62 H 0.0185
63 H 0.0331
64 N 0.1760
65 C -0.1873
66 C -0.2993
67 C -0.2601
68 N 0.1439
69 C -0.2614
70 N 0.1098
71 N 0.1624
72 C -0.5077
73 O 0.0358
74 C -0.1298
75 C 0.0093
76 C -0.1686
77 N -0.1028
78 C -0.1272
79 C 0.0186
80 H 0.1031
81 H 0.0734
82 H 0.1051
83 H 0.0708
84 H 0.0945
85 H 0.1180
86 C -0.2220
87 Ge 0.8103
88 C -0.2341
89 C -0.2284
90 C -0.4254
91 H 0.0018
92 H -0.0259
93 H -0.0056
94 H -0.0040
95 H -0.0006
96 H 0.0048
97 H 0.0141
98 H -0.0025
99 H 0.0036

2.
The following is a quantum chemistry calculation of a structure of composition C40H47CsN8O3S3Si2Te at a distorted geometry, from OMol25.

Calculated values
* HOMO: -0.909 eV
* energy relative to the best compared isomer or geometry (same formula, charge and spin): 67.9 kcal/mol

ORCA input file:
```
! RIJCOSX wB97M-V def2-TZVPD def2/J DEFGRID3
* xyz -2 1
Cs 0.96273 0.58005 -0.85646
C 0.40991 -3.80361 -4.41674
C 0.56661 -2.76365 -3.33605
N 0.57777 -1.50158 -3.51350
N 0.41783 -1.01255 -4.77177
C 0.63590 0.29582 -5.08871
N 0.42643 0.50588 -6.44459
S 1.05865 1.51772 -4.07810
C 0.77053 -3.26309 -1.94033
C 0.89310 -4.61942 -1.67938
C 1.15343 -5.03057 -0.37540
C 1.26950 -4.08207 0.61715
C 1.08233 -2.74781 0.26866
N 0.83728 -2.35474 -0.97143
H 0.45511 -3.40458 -5.42529
H -0.54207 -4.32733 -4.30454
H 1.20897 -4.54018 -4.33956
H 0.16000 -1.62623 -5.52718
H 0.74540 -0.22780 -7.06238
H 0.75779 1.41881 -6.71722
H 0.80574 -5.35770 -2.46518
H 1.27867 -6.08360 -0.15386
H 1.50921 -4.34601 1.63767
H 1.14639 -1.97457 1.02727
S 3.57002 -0.95825 2.00704
C 5.05388 -1.55116 1.31619
C 6.05933 -2.02460 2.17604
C 7.27973 -2.52989 1.73842
C 8.24676 -2.99829 2.69234
N 9.01544 -3.36797 3.46866
C 7.53563 -2.57009 0.35839
C 6.56365 -2.10006 -0.51567
C 5.32181 -1.58245 -0.10340
S 4.19352 -1.04432 -1.30366
C 8.77086 -3.09219 -0.16038
N 9.75330 -3.51004 -0.59633
H 5.86183 -1.99277 3.23953
H 6.76151 -2.13437 -1.57935
N 3.88667 2.18739 0.85475
C 3.30061 3.33384 1.24156
C 3.79224 4.59618 0.93462
C 3.15110 5.75947 1.39174
C 2.01703 5.71327 2.15797
C 1.46266 4.44750 2.47209
C 0.26745 4.28933 3.20969
C -0.24600 3.04237 3.42442
C 0.44833 1.93001 2.90322
N 1.56718 2.03411 2.23938
C 2.08515 3.26413 2.01885
H 4.66115 2.18794 0.21656
H 3.53650 1.27898 1.16903
H 4.68856 4.67804 0.33050
H 3.57579 6.72153 1.12676
H 1.52973 6.61551 2.50776
H -0.24117 5.17482 3.57932
H -1.17032 2.89518 3.97085
H 0.05767 0.92374 3.02995
O -2.46924 3.05379 -2.84812
C -2.60111 4.02464 -1.89600
C -3.41210 5.13683 -2.09281
C -3.51105 6.11049 -1.10622
C -2.79015 5.97769 0.07046
C -1.97088 4.86745 0.24724
C -1.87557 3.87511 -0.71582
C -0.95357 2.67817 -0.49945
O 0.26050 2.92894 -0.39988
O -1.49554 1.54512 -0.45679
H -2.98609 3.29824 -3.62265
H -3.96217 5.24188 -3.02406
H -4.14536 6.97380 -1.26892
H -2.85509 6.73841 0.83881
H -1.37298 4.76063 1.14483
C -1.78037 -0.86353 5.08186
Si -3.29067 -1.24234 4.05004
C -4.44309 -2.31966 5.07022
C -4.17803 0.37035 3.70889
C -2.82843 -2.13671 2.48175
Te -2.19428 -0.79276 0.89352
C -2.50272 -2.30530 -0.62263
Si -3.58779 -1.70597 -2.00962
C -2.83863 -0.21344 -2.82517
C -5.30557 -1.30410 -1.38140
C -3.76485 -3.06889 -3.29711
H -2.06141 -0.28240 5.96521
H -1.05662 -0.27500 4.51134
H -1.27038 -1.77085 5.41698
H -4.73180 -1.80794 5.99372
H -3.96686 -3.26656 5.34302
H -5.35559 -2.55132 4.51182
H -4.48356 0.84245 4.64830
H -5.06793 0.21979 3.09029
H -3.52837 1.06679 3.16996
H -3.69484 -2.68606 2.10221
H -2.02549 -2.85362 2.67076
H -2.92281 -3.16724 -0.10043
H -1.51977 -2.58576 -0.99813
H -2.71133 0.60665 -2.10914
H -3.47257 0.13757 -3.64630
H -1.84521 -0.43548 -3.22877
H -5.23763 -0.60275 -0.54549
H -5.83067 -2.20134 -1.03705
H -5.90542 -0.83986 -2.17048
H -2.79437 -3.31284 -3.74333
H -4.43235 -2.74479 -4.10218
H -4.17499 -3.98640 -2.86322
*
```

Results of the Löwdin charge analysis, in e, for atoms 1 through 99:
1 Cs 1.0437
2 C -0.0219
3 C -0.2450
4 N 0.1011
5 N -0.0361
6 C -0.9039
7 N 0.0427
8 S 0.6366
9 C -0.2608
10 C -0.0283
11 C -0.0630
12 C -0.0332
13 C -0.1912
14 N -0.0088
15 H 0.0573
16 H 0.0837
17 H 0.0834
18 H 0.1139
19 H 0.0828
20 H 0.0669
21 H 0.0929
22 H 0.1008
23 H 0.1091
24 H 0.0359
25 S 0.4640
26 C -0.7466
27 C -0.1098
28 C -0.2360
29 C -0.2156
30 N 0.1061
31 C -0.2360
32 C -0.1138
33 C -0.7839
34 S 0.3676
35 C -0.2138
36 N 0.1064
37 H 0.0878
38 H 0.0870
39 N 0.1464
40 C -0.2565
41 C -0.0449
42 C -0.1147
43 C -0.0827
44 C -0.1737
45 C -0.0504
46 C -0.0586
47 C -0.1387
48 N 0.1245
49 C -0.1677
50 H 0.1009
51 H -0.0354
52 H 0.0987
53 H 0.0904
54 H 0.0910
55 H 0.1086
56 H 0.0947
57 H 0.0826
58 O 0.0560
59 C -0.2559
60 C -0.0422
61 C -0.1176
62 C -0.1034
63 C -0.0091
64 C -0.0478
65 C -0.7384
66 O -0.2665
67 O -0.3931
68 H 0.1031
69 H 0.1019
70 H 0.0890
71 H 0.0900
72 H 0.1009
73 C -0.1712
74 Si 0.3549
75 C -0.1983
76 C -0.2053
77 C -0.5911
78 Te 1.3191
79 C -0.5383
80 Si 0.3684
81 C -0.1624
82 C -0.1908
83 C -0.1823
84 H 0.0312
85 H 0.0126
86 H 0.0347
87 H 0.0228
88 H 0.0251
89 H 0.0231
90 H 0.0270
91 H 0.0301
92 H 0.0117
93 H 0.0000
94 H 0.0053
95 H 0.0111
96 H -0.0249
97 H 0.0102
98 H 0.0367
99 H 0.0197